(A)
One molecule with the formula C10H20N2O3S. Source: the Open Molecules 2025 dataset; level of theory: ωB97M-V/def2-TZVPD.

The geometry in ORCA input format:
```
! wB97M-V def2-TZVPD RIJCOSX def2/J DEFGRID3
* xyz 0 1
C 1.27276 4.25712 2.02786
C 2.01416 3.08177 2.65511
C 2.80258 2.26433 1.62737
N 1.95705 1.59563 0.66481
C 1.55911 0.30732 0.85224
O 2.02521 -0.42617 1.69850
N 0.55405 -0.09586 -0.00761
C 0.28463 -1.50925 -0.13845
C -1.14533 -1.86691 0.30741
C -2.19293 -1.14119 -0.52080
S -3.86769 -1.65144 0.00505
C -4.82738 -0.55078 -1.07285
C 0.50070 -1.93009 -1.58425
O 0.65316 -1.15133 -2.49241
O 0.48041 -3.25051 -1.72435
C 0.65247 -3.75094 -3.04542
H 0.50670 3.91312 1.33604
H 1.96447 4.90063 1.48749
H 0.78527 4.84998 2.79791
H 2.71534 3.45363 3.40389
H 1.30485 2.42127 3.15676
H 3.50000 2.91174 1.08706
H 3.36346 1.47853 2.13748
H 1.42958 2.17904 0.03610
H 0.44988 0.41479 -0.87519
H 0.99226 -2.04478 0.50737
H -1.28184 -2.94525 0.21561
H -1.25922 -1.59310 1.35687
H -2.09384 -1.37767 -1.58218
H -2.11715 -0.06225 -0.38087
H -4.60499 0.48417 -0.82751
H -4.58677 -0.75835 -2.11196
H -5.87483 -0.76017 -0.88501
H 1.60315 -3.40888 -3.45828
H -0.15686 -3.40402 -3.69080
H 0.63756 -4.83413 -2.96299
*
```

LUMO level: 0.70 eV
Structure (SMILES): CCCNC(=O)N[C@@H](CCSC)C(=O)OC
M: 248.3 g/mol
E_HOMO: -8.575 eV

These are the natural (NBO) partial charges, in e, on atoms 1 to 2: C -0.611; C -0.405

=====

(B)
One molecule with the formula C10H20N2O3S. Source: the Open Molecules 2025 dataset; level of theory: ωB97M-V/def2-TZVPD.

The geometry in ORCA input format:
```
! wB97M-V def2-TZVPD RIJCOSX def2/J DEFGRID3
* xyz 0 1
C -0.96713 -1.53378 -3.75811
S -0.12077 0.03799 -3.44817
C -1.43453 0.88767 -2.61006
C -0.98239 2.17590 -1.96790
C 0.01049 2.13999 -0.79462
N 1.43131 1.89220 -1.07843
C -0.49437 1.21239 0.32362
O -1.65257 1.07896 0.61215
N 0.48735 0.52666 0.94141
C 0.19865 -0.44589 1.97229
C 1.24937 -0.20764 3.02323
O 2.40722 0.12477 2.84548
O 0.69265 -0.25811 4.23474
C 0.27551 -1.89150 1.44177
C -0.56511 -2.10207 0.16852
C -0.10277 -2.87126 2.54253
H -0.19173 -2.27739 -4.12905
H -1.50195 -1.94533 -2.84855
H -1.79283 -1.52837 -4.47901
H -2.22338 1.10874 -3.36612
H -1.86227 0.16658 -1.88087
H -1.82240 2.76890 -1.62322
H -0.58510 2.84477 -2.69414
H 0.00490 3.12648 -0.33121
H 1.80971 2.67271 -1.62237
H 1.49563 1.04621 -1.66180
H 1.46073 0.79130 0.84184
H -0.82531 -0.20372 2.37505
H 1.44235 -0.04971 4.84489
H 1.29189 -2.01204 1.16947
H -1.58954 -1.75634 0.33880
H -0.18197 -1.47446 -0.68576
H -0.49279 -3.13628 -0.16338
H 0.64602 -2.87563 3.30248
H -0.16274 -3.91074 2.19184
H -1.12215 -2.64329 2.96436
*
```

LUMO level: 0.73 eV
Structure (SMILES): CSCC[C@H](N)C(=O)N[C@H](C(=O)O)C(C)C
M: 248.3 g/mol
E_HOMO: -8.657 eV

These are the natural (NBO) partial charges, in e, on atoms 1 to 2: C -0.764; S 0.193

=====

Winner for stability: (A)

=====

(A)
C5H9N3O2S as an isolated structure. Source: the Open Molecules 2025 dataset; level of theory: ωB97M-V/def2-TZVPD.

The geometry in ORCA input format:
```
! wB97M-V def2-TZVPD RIJCOSX def2/J DEFGRID3
* xyz 0 1
C -0.89394 2.26025 -0.76196
C -0.34571 1.15570 1.00532
C 0.08115 0.47198 -0.07232
C -0.06770 0.71905 -2.67063
C 0.63812 -2.22169 1.65609
N -0.88324 2.34977 0.53035
N -0.34338 1.13527 -1.27356
N -0.12792 0.93484 2.39380
O -0.65833 -2.39080 -0.76176
O 1.83023 -2.00600 -0.82386
S 0.54655 -1.79619 -0.22681
H -0.97653 3.13628 -1.40920
H -0.45460 1.53894 -3.35900
H 0.97070 0.39750 -2.89699
H -0.41837 -0.27061 -3.01422
H 1.39916 -1.62718 2.18179
H -0.36294 -2.01436 1.95934
H 0.83239 -3.25835 1.88705
H -0.18285 -0.08692 2.62691
H -0.58278 1.57253 3.02966
*
```

LUMO level: -0.07 eV
M: 175.2 g/mol
E_HOMO: -8.388 eV

These are the natural (NBO) partial charges, in e, on atoms 1 to 2: C 0.211; C 0.200

=====

(B)
One molecule with the formula C5H9N3O2S. Source: the Open Molecules 2025 dataset; level of theory: ωB97M-V/def2-TZVPD.

The geometry in ORCA input format:
```
! wB97M-V def2-TZVPD RIJCOSX def2/J DEFGRID3
* xyz 0 1
C 2.02367 -0.69025 0.26925
C 1.85876 -1.99292 0.39287
C -0.09234 0.50739 0.58272
C 3.29543 -0.34858 -0.46956
C -0.66180 1.85336 0.87650
N 1.13345 0.29397 0.43554
N -1.06601 -0.45198 0.40163
N -2.94713 0.36249 -1.37781
O -3.10316 -1.73853 0.11411
O 1.61472 -3.12517 0.65381
S -2.77101 -0.36616 0.24196
H 3.05343 0.34938 -1.22067
H 4.02686 0.09870 0.18373
H 3.68530 -1.34333 -0.94521
H -0.13130 2.55740 0.21264
H -1.78934 1.92517 0.72334
H -0.48708 2.20366 1.87914
H -0.67701 -1.32003 -0.00072
H -3.12990 1.36527 -1.25013
H -3.83554 -0.13984 -1.70313
*
```

LUMO level: 0.51 eV
M: 175.2 g/mol
E_HOMO: -7.771 eV

These are the natural (NBO) partial charges, in e, on atoms 1 to 2: C -0.149; C 0.653

=====

Winner for stability: (B)